i:
{
  "formula": "C6H8S2",
  "method": "ωB97M-V/def2-TZVPD",
  "spin_multiplicity": 1,
  "smiles": "C#CCC(=S)CSC",
  "homo_energy_ha": -0.3157,
  "symbols": ["C", "C", "C", "C", "S", "C", "S", "C", "H", "H", "H", "H", "H", "H", "H", "H"],
  "coordinates": [[0.95928, 2.26772, 0.24705], [0.05004, 1.64629, -0.17799], [-1.18247, 1.03362, -0.63937], [-1.73321, -0.28065, -0.01536], [-3.31126, -0.60358, -0.09361], [-0.70833, -1.19600, 0.74957], [0.33166, -2.14106, -0.32214], [1.82526, -1.11294, -0.23810], [1.79985, 2.80235, 0.66981], [-1.06478, 0.86427, -1.73204], [-2.03554, 1.77607, -0.59167], [-0.12083, -0.46894, 1.37263], [-1.25669, -1.80375, 1.49630], [2.58709, -1.64543, -0.81848], [1.63322, -0.20192, -0.68965], [2.22670, -0.93605, 0.78304]],
  "nbo_charge": [-0.24, -0.01, -0.60, -0.04, 0.07, -0.65, 0.24, -0.73, 0.25, 0.27, 0.27, 0.25, 0.25, 0.23, 0.22, 0.22]
}

ii:
{
  "formula": "C6H8S2",
  "method": "ωB97M-V/def2-TZVPD",
  "spin_multiplicity": 1,
  "smiles": "C#CC1(C)SCCS1",
  "homo_energy_ha": -0.3143,
  "symbols": ["C", "C", "C", "C", "S", "C", "C", "S", "H", "H", "H", "H", "H", "H", "H", "H"],
  "coordinates": [[-2.04584, -0.43037, 1.61747], [-1.43638, -0.16404, 0.60197], [-0.56905, 0.35951, -0.49066], [-1.31450, 0.69996, -1.81145], [0.64121, 1.54889, 0.02959], [1.88998, 0.46173, 0.72856], [1.46554, -0.98967, 0.57401], [0.49694, -1.22381, -0.97824], [-2.80413, -0.84411, 2.24814], [-0.58162, 0.77114, -2.53067], [-1.98988, 1.46833, -1.83465], [-1.83051, -0.24726, -2.10498], [2.18894, 0.70048, 1.75557], [2.86753, 0.77222, 0.30983], [2.28530, -1.69570, 0.55318], [0.73648, -1.18730, 1.33234]],
  "nbo_charge": [-0.23, -0.05, -0.32, -0.60, 0.28, -0.56, -0.53, 0.17, 0.24, 0.23, 0.22, 0.22, 0.23, 0.23, 0.24, 0.23]
}

iii:
{
  "formula": "C6H8S2",
  "method": "ωB97M-V/def2-TZVPD",
  "spin_multiplicity": 1,
  "smiles": "C=C[C@@H]1SC=CCS1",
  "homo_energy_ha": -0.2979,
  "symbols": ["C", "C", "C", "S", "C", "C", "C", "S", "H", "H", "H", "H", "H", "H", "H", "H"],
  "coordinates": [[1.80430, -1.90393, 1.77214], [0.76388, -1.88043, 0.91746], [0.32574, -0.58713, 0.26989], [-0.89566, 0.25864, 1.32576], [-1.14899, 1.75424, 0.40357], [-1.13546, 1.84722, -0.94463], [-0.81623, 0.74602, -1.92959], [-0.43022, -0.91679, -1.35521], [2.07749, -2.85507, 2.22111], [2.30429, -0.97955, 2.11362], [0.23009, -2.77768, 0.60261], [1.21653, 0.08683, 0.09855], [-1.41343, 2.64694, 0.94831], [-1.29390, 2.84416, -1.31201], [-1.64215, 0.65226, -2.60429], [0.05371, 1.06425, -2.52728]],
  "nbo_charge": [-0.36, -0.21, -0.53, 0.26, -0.36, -0.21, -0.58, 0.22, 0.21, 0.21, 0.22, 0.24, 0.23, 0.21, 0.24, 0.22]
}

Most stable structure, least stable structure: iii, i.

i:
{
  "formula": "C3H2N2O",
  "method": "ωB97M-V/def2-TZVPD",
  "spin_multiplicity": 1,
  "smiles": "O=C1C=NC=N1",
  "homo_energy_ha": -0.3941,
  "symbols": ["O", "C", "C", "N", "C", "N", "H", "H"],
  "coordinates": [[2.22451, -0.27417, -0.13242], [1.04514, -0.23475, -0.03319], [0.21376, 0.99623, 0.26009], [-1.06218, 0.65783, -0.24890], [-1.10846, -0.78692, -0.00080], [0.03585, -1.32903, 0.09942], [0.69651, 2.03522, 0.10812], [-2.04512, -1.06440, -0.05232]],
  "nbo_charge": [-0.43, 0.61, -0.03, -0.37, 0.26, -0.46, 0.23, 0.19]
}

ii:
{
  "formula": "C3H2N2O",
  "method": "ωB97M-V/def2-TZVPD",
  "spin_multiplicity": 1,
  "smiles": "O=C1N=CC=N1",
  "homo_energy_ha": -0.4027,
  "symbols": ["O", "C", "N", "C", "C", "N", "H", "H"],
  "coordinates": [[-0.20847, 2.33871, 0.56057], [-0.23594, 1.23333, 0.15954], [-0.95135, 0.20222, 0.84714], [-0.56571, -0.81128, 0.33122], [0.57614, -0.55173, -0.70989], [0.69274, 0.70693, -0.90131], [-0.75430, -1.92112, 0.85615], [1.44690, -1.19705, -1.14343]],
  "nbo_charge": [-0.44, 0.71, -0.44, 0.11, 0.04, -0.42, 0.21, 0.23]
}

Most stable structure, least stable structure: ii, i.

i:
{
  "formula": "C3H2N2O",
  "method": "ωB97M-V/def2-TZVPD",
  "spin_multiplicity": 1,
  "smiles": "O=C1N=CC=N1",
  "homo_energy_ha": -0.3801,
  "symbols": ["O", "C", "N", "C", "C", "N", "H", "H"],
  "coordinates": [[2.48723, -0.12928, -0.10646], [1.33134, 0.02363, 0.04694], [0.41057, -1.11316, 0.20255], [-0.84390, -0.78931, 0.06120], [-0.76102, 0.74652, -0.18793], [0.51969, 1.24725, 0.29308], [-1.70172, -1.45372, -0.16425], [-1.44217, 1.46808, -0.14513]],
  "nbo_charge": [-0.44, 0.73, -0.42, 0.05, 0.07, -0.41, 0.23, 0.19]
}

ii:
{
  "formula": "C3H2N2O",
  "method": "ωB97M-V/def2-TZVPD",
  "spin_multiplicity": 1,
  "homo_energy_ha": [-0.3139, -0.2853],
  "symbols": ["C", "C", "C", "N", "N", "O", "H", "H"],
  "coordinates": [[-2.15816, -0.20828, 0.28639], [1.26980, 0.39759, -0.30094], [-0.81461, -0.47755, 0.49178], [-3.27308, 0.08124, 0.06139], [2.42081, 0.35017, -0.76456], [0.04981, 0.10292, -0.34488], [-0.58651, -1.27417, 1.02576], [3.09194, 1.02809, -0.45494]],
  "nbo_charge": [0.18, 0.66, -0.11, -0.32, -0.66, -0.35, 0.19, 0.40]
}

Most stable structure, least stable structure: i, ii.

i:
{
  "formula": "C6H6N",
  "method": "ωB97M-V/def2-TZVPD",
  "spin_multiplicity": 1,
  "smiles": "[NH+]#CC1=CC=CC1",
  "total_charge": 1,
  "homo_energy_ha": -0.5162,
  "symbols": ["N", "C", "C", "C", "C", "C", "C", "H", "H", "H", "H", "H", "H"],
  "coordinates": [[2.31613, 0.91238, 1.28685], [1.16636, 1.13957, 1.21701], [-0.04060, 0.83206, 0.65628], [-1.25575, 1.19547, 0.14472], [-1.57719, 0.20446, -0.89199], [-0.66912, -0.79292, -0.80121], [0.49251, -0.54280, 0.08600], [3.14767, 1.09277, 1.86386], [-1.91313, 1.94117, 0.34928], [-2.53851, 0.12716, -1.19902], [-0.79596, -1.75216, -1.22032], [1.39086, -0.81011, -0.49026], [0.39809, -1.26882, 0.87498]],
  "nbo_charge": [-0.50, 0.64, -0.24, 0.03, -0.25, -0.01, -0.45, 0.48, 0.25, 0.24, 0.24, 0.30, 0.28]
}

ii:
{
  "formula": "C6H6N",
  "method": "ωB97M-V/def2-TZVPD",
  "spin_multiplicity": 1,
  "smiles": "C#C[N+](=C=C)C=C",
  "total_charge": 1,
  "homo_energy_ha": -0.5455,
  "symbols": ["C", "C", "N", "C", "C", "C", "C", "H", "H", "H", "H", "H", "H"],
  "coordinates": [[3.27799, -0.52789, 0.02036], [2.09171, -0.44019, 0.06656], [0.62860, -0.18522, 0.02041], [0.21663, 1.01093, -0.10981], [0.04368, 2.28280, -0.06683], [-0.31812, -1.32731, -0.13217], [-1.60677, -1.45037, 0.06947], [4.28637, -0.82592, 0.12874], [-0.02961, 3.12691, -0.75208], [-0.02553, 2.50004, 1.01036], [0.19234, -2.20270, -0.56367], [-2.24582, -2.33851, -0.18030], [-2.13986, -0.69800, 0.65878]],
  "nbo_charge": [-0.09, 0.09, -0.35, 0.51, -0.40, -0.06, -0.33, 0.27, 0.32, 0.30, 0.24, 0.27, 0.22]
}

iii:
{
  "formula": "C6H6N",
  "method": "ωB97M-V/def2-TZVPD",
  "spin_multiplicity": 1,
  "total_charge": 1,
  "homo_energy_ha": [-0.5227, -0.5354],
  "symbols": ["C", "C", "C", "C", "C", "C", "N", "H", "H", "H", "H", "H", "H"],
  "coordinates": [[-2.17672, -0.26865, 0.60617], [-1.79712, -1.32886, 0.05505], [1.46903, -0.85428, 0.82375], [-1.47471, 1.00959, 0.43410], [-0.58033, -1.05256, -0.68966], [-0.32089, 0.45186, -0.46794], [0.47276, -0.58648, 0.10588], [2.04024, -0.06185, 1.29249], [1.77439, -1.88242, 0.98214], [-2.06425, 1.75798, -0.09286], [-1.09665, 1.43833, 1.36202], [-0.16828, -1.87444, -2.02366], [0.19212, 1.13374, -1.13648]],
  "nbo_charge": [0.18, -0.05, 0.15, -0.49, -0.04, -0.05, -0.27, 0.23, 0.24, 0.28, 0.27, 0.29, 0.26]
}

iv:
{
  "formula": "C6H6N",
  "method": "ωB97M-V/def2-TZVPD",
  "spin_multiplicity": 1,
  "total_charge": 1,
  "homo_energy_ha": -0.5478,
  "symbols": ["C", "C", "C", "C", "C", "C", "N", "H", "H", "H", "H", "H", "H"],
  "coordinates": [[-0.80265, -1.72325, 1.82153], [-0.98349, -0.42742, 1.56288], [1.38557, 0.25066, -0.63630], [0.65436, 1.46488, -1.10176], [-1.07384, -0.12543, 0.03647], [-1.20203, -1.64697, 0.49004], [-0.03537, 0.16183, -0.78408], [-0.67019, -2.45935, 2.59615], [1.80271, -0.31421, -1.35982], [1.98346, 0.29740, 0.33692], [0.42511, 2.34277, -0.54062], [0.46102, 1.69389, -2.16820], [-1.94465, 0.48521, -0.25321]],
  "mulliken_charge": [0.01, -0.14, -0.36, -0.39, 0.24, -0.19, -0.17, 0.41, 0.27, 0.28, 0.30, 0.26, 0.46]
}

Most stable structure, least stable structure: i, iii.